Record 1
143
Properties=species:S:1:pos:R:3 method="wB97M-V/def2-TZVPD" total_charge=0 mol_weight_g_mol=838.108 orbital_gap_ev=9.09 relative_energy_ev=0.000 lumo_ev=0.215 smiles="COC[C@H](C)N.COC[C@H](C)N.COC[C@H](C)N.COC[C@H](C)N.COC[C@H](C)N.NC(N)=O.NC(N)=O.NC(N)=O.NC(N)=O.NC(N)=O.CCO.CCO"
O 2.536 -2.352 4.638
O 0.776 -0.987 1.229
O 0.814 -0.948 -4.784
O 1.125 6.524 0.943
O 0.793 1.875 3.371
O -1.867 -3.760 -2.929
O -3.117 -0.358 3.116
O 2.047 -4.598 -2.796
O -3.210 0.167 -1.241
O 0.005 1.958 -2.441
O 4.718 2.271 3.247
O -2.161 -4.702 3.200
N 2.573 0.591 4.191
N 2.961 -4.578 4.142
N 0.328 -0.086 4.488
N -0.941 3.497 -3.896
N 0.183 1.070 0.257
N 2.436 -3.150 2.502
N 1.436 -0.533 -0.986
N 1.000 4.068 -2.706
N -3.661 2.476 -3.941
N -1.965 -2.721 2.116
N -0.406 -4.382 1.793
N -3.089 -4.914 -5.181
N -5.260 1.232 5.549
N 3.697 2.627 -0.221
N -0.477 4.454 2.252
C 5.620 2.850 4.157
C -2.564 -1.102 -1.237
C 0.005 3.093 -3.018
C -1.090 -3.804 -1.782
C -5.359 1.627 -2.180
C -0.425 4.579 0.770
C 3.649 -5.402 -1.027
C 4.757 2.807 1.898
C -4.084 1.322 4.713
C 2.635 -3.296 3.821
C 1.814 -1.492 -3.863
C -0.165 6.057 0.428
C 1.198 0.889 3.960
C -3.903 1.953 -2.579
C -4.193 -0.002 3.942
C 4.360 0.430 1.015
C -2.783 1.476 5.501
C -1.706 4.126 0.076
C -1.565 -3.963 2.463
C 3.270 -5.301 -2.531
C 3.863 1.850 1.074
C 2.280 6.084 0.285
C 2.912 -2.043 -4.714
C 0.765 -0.202 0.239
C -3.048 0.525 1.981
C -3.036 0.704 -2.494
C -1.076 -4.027 -4.061
C -2.003 -3.933 -5.268
C -2.558 -2.516 -5.493
H 3.452 -1.174 -5.124
H -2.754 2.362 6.145
H -5.820 0.844 -2.784
H -3.083 1.573 2.165
H -1.952 1.559 4.820
H 2.050 6.113 -0.796
H -3.786 -4.558 -4.548
H -0.851 4.385 -4.339
H 1.377 -2.317 -3.299
H 3.267 -6.315 -3.016
H 3.264 1.099 3.701
H 3.085 -6.212 -0.625
H -1.599 -1.179 -1.733
H 2.956 -3.865 1.997
H 0.807 -0.899 4.851
H 4.593 2.606 -0.714
H 2.794 -0.213 4.743
H 2.466 -2.729 -5.448
H 0.164 1.466 1.210
H -3.518 -0.031 -3.223
H 0.400 3.989 0.346
H 3.015 -5.286 3.441
H -4.160 1.983 -4.654
H 2.556 5.072 0.490
H 3.636 -2.633 -4.121
H -5.124 0.016 3.400
H 0.404 4.780 2.646
H -1.664 -3.539 -0.924
H -2.709 -2.333 2.709
H -1.794 2.972 -3.858
H -0.072 -5.126 2.290
H -4.076 2.139 3.953
H -0.449 3.452 2.494
H 1.778 3.795 -2.124
H 2.805 -4.803 5.110
H 3.818 -0.220 0.293
H -3.173 -2.226 -4.636
H -1.291 -1.978 1.923
H 2.523 -2.215 2.133
H 2.852 1.860 1.522
H -1.338 -4.166 -6.060
H -0.192 -3.344 -4.074
H 5.474 3.936 4.196
H 0.459 1.722 -0.531
H 3.591 -4.492 -0.475
H 1.463 -1.504 -1.186
H -1.766 4.636 -0.908
H -3.885 3.459 -4.067
H -0.763 -4.857 -1.642
H -3.891 0.208 1.355
H -2.595 0.587 6.092
H 4.342 -0.078 2.007
H 5.437 0.488 0.718
H -2.665 4.310 0.646
H -5.389 1.298 -1.120
H 2.146 -0.705 -3.138
H 3.107 6.788 0.475
H -2.432 -1.433 -0.161
H -1.671 3.043 -0.088
H 3.094 2.035 -0.786
H -1.938 0.804 -2.727
H 6.652 2.555 3.861
H -3.303 -1.800 -1.644
H -0.180 6.209 -0.650
H -3.550 2.787 -1.916
H -2.829 -5.782 -4.749
H 1.298 -5.078 -2.450
H -0.678 -5.040 -3.943
H -5.945 2.562 -2.202
H -3.231 -2.532 -6.379
H 3.983 -4.644 -3.078
H 0.317 -3.708 1.635
H -0.261 -3.097 -1.796
H -2.128 0.324 1.437
H 5.822 2.774 1.564
H -4.357 -0.733 4.733
H -5.375 1.958 6.275
H 5.391 2.444 5.147
H -1.712 -1.823 -5.581
H 1.228 0.080 -1.740
H -5.355 0.309 5.883
H 4.398 3.852 1.876
H -0.605 -0.115 4.130
H 4.664 -5.722 -1.079
H -0.907 6.711 0.886
H 0.103 -0.551 -4.296
H 0.945 5.075 -2.856

=====

Record 2
25
Properties=species:S:1:pos:R:3 method="wB97M-V/def2-TZVPD" total_charge=0 mol_weight_g_mol=447.979 orbital_gap_ev=8.82 relative_energy_ev=0.374 lumo_ev=-0.168
I 0.889 2.553 3.542
I 3.223 -1.124 0.018
F 0.304 3.531 0.912
F -0.700 1.765 1.364
F 2.506 0.485 2.358
F 2.696 2.174 0.436
C -0.702 -0.593 3.969
C 1.709 1.176 -2.050
C 1.863 0.075 1.166
C 1.531 1.487 0.564
C 1.090 2.523 -1.767
C 0.270 -1.055 3.289
C 0.897 1.341 -0.843
C 0.356 -1.304 1.884
C 0.576 2.275 1.429
H -1.633 -0.344 3.626
H 2.840 0.962 -1.988
H 1.064 -2.212 1.771
H 1.221 0.511 -2.851
H -0.675 -0.515 5.108
H -0.172 1.004 -0.806
H 1.848 3.249 -1.540
H -0.361 -1.141 1.108
H 1.177 -1.438 3.793
H 0.158 2.962 -2.286

=====

Record 3
62
Properties=species:S:1:pos:R:3 method="wB97M-V/def2-TZVPD" total_charge=-1 mol_weight_g_mol=728.380 orbital_gap_ev=7.13 relative_energy_ev=0.981 lumo_ev=1.748
Cs -0.703 -0.177 0.053
Br -2.139 -1.624 2.676
S -7.778 -2.120 -2.092
O 1.413 2.530 1.320
O -8.238 -0.932 -2.792
O -7.962 -2.070 -0.652
O -8.178 -3.381 -2.693
O 2.884 -1.197 -0.818
N 3.501 1.966 0.480
N -3.343 0.770 2.027
N 1.759 0.524 0.221
N -1.786 -1.905 -2.317
C 6.082 1.356 -3.870
C 4.748 2.228 -2.061
C 4.823 1.011 -1.402
C -3.864 -3.204 -2.205
C -5.249 -3.242 -2.145
C 7.164 0.201 2.147
C 4.120 0.776 -0.068
C -5.344 -0.891 -2.569
C 2.146 1.745 0.738
C -3.371 -0.189 2.923
C 5.555 -1.502 2.666
C 5.379 2.402 -3.293
C -3.207 -1.999 -2.421
C 6.788 -0.911 2.895
C -5.145 1.838 3.213
C 5.060 0.125 0.952
C -4.237 -0.244 4.000
C -6.115 2.987 3.286
C -5.137 0.797 4.130
C 6.155 0.131 -3.211
C 4.694 -0.990 1.700
C -3.956 -0.847 -2.617
C -4.217 1.769 2.186
C 5.531 -0.039 -1.987
C -6.006 -2.083 -2.303
C 6.306 0.706 1.182
C 2.845 -0.097 -0.281
H -6.748 3.027 2.398
H -5.596 3.943 3.361
H 6.615 1.557 0.582
H -4.218 -1.072 4.692
H 5.578 -0.994 -1.478
H 5.312 3.358 -3.797
H -5.761 -4.181 -1.972
H 3.744 -1.473 1.516
H 6.697 -0.695 -3.654
H -1.319 -2.790 -2.460
H 3.997 2.608 1.076
H -6.769 2.894 4.152
H 6.570 1.490 -4.827
H -4.190 2.551 1.433
H 4.186 3.037 -1.612
H -5.931 0.005 -2.726
H -1.391 -1.242 -2.971
H 8.127 0.668 2.311
H 5.255 -2.372 3.237
H 7.457 -1.315 3.645
H -3.289 -4.114 -2.058
H -3.450 0.097 -2.794
H -5.851 0.795 4.948

=====

Record 4
8
Properties=species:S:1:pos:R:3 method="wB97M-V/def2-TZVPD" total_charge=0 mol_weight_g_mol=89.119 orbital_gap_ev=10.56 relative_energy_ev=1.456 lumo_ev=0.789 smiles="C=NSC=O"
S 0.568 -0.794 0.030
O 3.075 -0.144 -0.175
N -0.715 0.397 -0.048
C -1.838 -0.126 -0.098
C 1.985 0.225 0.099
H -1.897 -1.206 -0.004
H -2.801 0.470 -0.134
H 1.624 1.177 0.330

=====

no.,strongest force on any atom (eV/A)
1,3.4
2,5.1
3,2.1
4,2.5